No. 1
63
Properties=species:S:1:pos:R:3 method="wB97M-V/def2-TZVPD" homo_lumo_gap_ev=1.347 total_charge=+3 total_energy_ha=-5772.9539
C 5.6079 -4.3214 1.4453
C 4.4296 -3.2719 2.0000
S 2.8646 -3.4293 0.9835
C 1.3333 -2.9382 1.9700
C 0.3668 -2.0997 0.8935
C 0.1973 -0.4685 1.0766
O 0.8378 0.3357 2.1294
C 2.2844 0.4931 1.9135
O 3.1810 -0.3426 2.5044
C 2.9802 1.7061 1.0013
C 3.3799 3.0743 1.8749
C 4.1261 4.3851 1.1803
C 4.4270 4.2793 -0.4327
C 4.0408 2.9125 -1.3150
C 3.3010 1.5911 -0.6072
C -0.7558 0.2833 -0.0739
C -0.9430 1.9090 0.1054
O -0.4581 2.7136 -1.0270
C -1.1186 4.0444 -0.8141
C -0.3135 5.2281 0.0423
O -2.3511 4.3461 -1.2300
C -1.4533 -0.6018 -1.3097
C -2.3490 0.2336 -2.4488
O -3.6787 -0.3488 -2.6838
C -4.6595 0.0528 -1.6650
C -4.8245 1.5358 -0.9870
C -6.0104 1.8903 0.1300
C -7.1210 0.7608 0.6140
C -6.9452 -0.7576 -0.0650
C -5.7527 -1.1089 -1.1784
C -1.2844 -2.2574 -1.4382
N -1.9955 -2.9143 -2.5870
C -1.7596 -4.3969 -2.5031
C -0.8592 -5.1820 -1.3977
Br -0.6829 -7.1994 -1.4632
N -0.1272 -4.4704 -0.2959
C -0.3656 -2.9872 -0.3126
H 5.5606 -5.3422 2.0162
H 5.6059 -4.4151 0.2774
H 6.6368 -3.7852 1.7255
H 4.3003 -3.4588 3.1481
H 4.8887 -2.1879 1.8018
H 1.5578 -2.3371 2.9483
H 0.8055 -3.9491 2.2761
H 3.1709 3.1347 3.0477
H 4.3920 5.2867 1.8793
H 4.9450 5.2124 -0.9473
H 4.3315 2.9304 -2.4537
H 3.0472 0.6033 -1.2228
H -2.1207 2.0947 0.1614
H -0.5219 2.3281 1.1331
H -0.0371 6.1338 -0.6537
H 0.6225 4.6841 0.5129
H -1.0345 5.5504 0.9259
H -2.3463 1.3963 -2.2581
H -1.7403 0.0821 -3.4647
H -4.0911 2.3950 -1.3114
H -6.1181 2.9642 0.6308
H -8.0016 0.9808 1.3814
H -7.7608 -1.5491 0.2783
H -5.7589 -2.2012 -1.6028
H -2.2809 -5.0667 -3.3425
Lu 4.3984 -4.1635 -0.9159

***

No. 2
312
Properties=species:S:1:pos:R:3 method="wB97M-V/def2-TZVPD" homo_lumo_gap_ev=9.205 total_energy_ha=-5216.7467
C -4.5610 1.7874 -3.6860
C -3.1206 1.8728 -4.2326
C -2.3211 3.1392 -3.9402
O -2.0454 3.2199 -2.5836
C -1.1586 4.2823 -2.2417
N -2.3420 0.6642 -3.8471
H -5.1396 2.6860 -3.8499
H -4.5016 1.5455 -2.6402
H -5.1116 0.9968 -4.1911
H -3.1378 1.9096 -5.3234
H -2.8349 4.0528 -4.2894
H -1.4309 3.0777 -4.5514
H -0.2364 4.2577 -2.8033
H -0.9137 4.1421 -1.1546
H -1.5613 5.2703 -2.5928
H -2.7348 -0.1910 -4.2259
H -2.2450 0.6376 -2.8345
C 0.1624 -5.1914 4.1478
C -0.4396 -5.7560 2.8921
C -1.4080 -4.7294 2.2903
O -2.1926 -5.4156 1.4209
C -3.0482 -4.5678 0.6303
N 0.6675 -6.0597 1.9462
H 0.6382 -5.9921 4.7654
H -0.6247 -4.8115 4.8173
H 0.7585 -4.2968 3.9637
H -1.0792 -6.6504 3.1878
H -0.8448 -3.9373 1.7786
H -1.9592 -4.2144 3.1096
H -2.4173 -3.9785 -0.0783
H -3.6769 -3.9159 1.2074
H -3.6888 -5.1849 -0.0052
H 0.5767 -6.8652 1.2927
H 1.5211 -6.2322 2.5004
C -5.5698 0.3350 4.2790
C -4.4947 -0.6287 4.7045
C -3.1227 -0.0322 4.7321
O -3.1607 1.1046 5.5338
C -1.9086 1.7012 5.9834
N -4.6822 -1.2790 6.0339
H -6.4685 -0.2287 4.1539
H -5.3030 0.8008 3.3368
H -5.8324 1.1807 4.9255
H -4.5306 -1.4250 3.9699
H -2.6105 0.2782 3.7997
H -2.4647 -0.8001 5.2005
H -1.4883 1.0537 6.7613
H -2.0943 2.7076 6.3758
H -1.2240 1.8262 5.1064
H -3.8442 -1.8398 6.1988
H -4.6954 -0.5619 6.7472
C -4.8191 -2.9251 -5.0808
C -3.3009 -2.9638 -5.2393
C -2.9072 -4.4376 -5.4874
O -1.5156 -4.4766 -5.6576
C -0.9837 -5.7472 -5.9170
N -2.9799 -1.9996 -6.2696
H -5.2288 -3.6500 -4.3323
H -5.3652 -3.1838 -5.9761
H -5.1753 -1.9845 -4.7434
H -2.7392 -2.7344 -4.3174
H -3.4534 -4.7496 -6.4244
H -3.2982 -5.0750 -4.6377
H 0.0610 -5.6206 -6.2561
H -1.4306 -6.3348 -6.7499
H -0.9758 -6.3527 -5.0308
H -2.0279 -2.1773 -6.6624
H -3.6296 -1.9491 -7.0671
C -6.4418 -5.9743 2.2722
C -6.9230 -4.9499 3.2196
C -5.8531 -3.8760 3.5684
O -4.6685 -4.3353 4.2594
C -4.9000 -4.7989 5.5975
N -8.0507 -4.2431 2.6418
H -5.8965 -5.5171 1.4077
H -7.1918 -6.6915 1.9180
H -5.6606 -6.5699 2.6889
H -7.2105 -5.3573 4.1974
H -6.3060 -3.1542 4.2486
H -5.5050 -3.3121 2.6690
H -5.5484 -5.6864 5.6491
H -5.4231 -4.0385 6.1688
H -3.9173 -4.9228 6.0409
H -7.8389 -3.7264 1.8497
H -8.3182 -3.4858 3.3263
C 8.3954 -1.7439 -2.5107
C 6.9108 -1.3579 -2.4060
C 6.0150 -1.9933 -3.4023
O 6.2780 -1.6083 -4.7485
C 5.8823 -0.3660 -5.0980
N 6.3494 -1.6202 -1.1221
H 8.4502 -2.7986 -2.2109
H 9.0593 -1.0346 -2.0190
H 8.7064 -1.7270 -3.5284
H 6.7914 -0.2614 -2.6301
H 5.0374 -1.6785 -3.1047
H 6.0661 -3.0761 -3.3803
H 6.2909 -0.1966 -6.1209
H 6.3466 0.4168 -4.4555
H 4.8437 -0.0780 -5.1954
H 6.8762 -1.2015 -0.4205
H 6.3687 -2.6435 -0.9263
C 7.4597 4.9600 -1.1405
C 6.2111 4.4400 -1.7899
C 4.9715 4.8653 -0.9124
O 3.8140 4.4307 -1.5294
C 2.6741 4.4545 -0.6482
N 6.1622 5.0867 -3.1536
H 7.6403 4.5213 -0.1618
H 7.4064 6.0373 -1.1981
H 8.3431 4.6186 -1.6953
H 6.2458 3.3486 -1.8285
H 5.0534 5.9631 -0.8034
H 5.0714 4.4635 0.0584
H 1.8582 4.3096 -1.3389
H 2.5912 5.4167 -0.1804
H 2.7191 3.5951 0.0218
H 6.9067 4.6852 -3.6707
H 5.3274 4.7636 -3.6555
C -1.5726 3.9385 2.9850
C -0.0781 4.1247 2.7398
C 0.2390 5.4937 2.1938
O -0.2341 5.4378 0.8166
C -0.0629 6.6337 0.1029
N 0.6059 3.8602 3.9670
H -1.9234 4.6841 3.6788
H -1.7710 2.9540 3.4321
H -2.1994 4.0396 2.1281
H 0.1525 3.4026 1.9187
H 1.3403 5.6467 2.1812
H -0.3446 6.3114 2.6921
H -0.2987 6.4633 -0.9017
H 0.9510 7.0452 0.0691
H -0.7385 7.4175 0.4572
H 1.5972 3.9092 3.8075
H 0.4349 2.9127 4.2482
C -4.4184 4.6743 5.1878
C -4.7938 5.1017 3.7530
C -5.2287 3.8833 2.9270
O -5.2397 4.2141 1.5528
C -5.9154 3.4297 0.5963
N -5.8628 6.1606 3.8083
H -5.2621 4.4312 5.7565
H -3.8658 5.4641 5.6709
H -3.7747 3.8095 4.9863
H -3.8544 5.5301 3.3560
H -6.2805 3.5707 3.2318
H -4.4950 3.0771 3.1468
H -5.9551 3.8917 -0.4047
H -6.9284 3.3494 0.9891
H -5.4486 2.4201 0.4619
H -6.1251 6.3855 2.8444
H -6.6428 5.7144 4.2742
C 5.8429 1.4678 0.4172
C 6.2103 0.8170 1.8026
C 7.4279 1.3578 2.4888
O 8.5303 1.4575 1.6304
C 9.7451 1.6217 2.3606
N 5.0074 1.0850 2.6424
H 5.8884 2.5630 0.6422
H 4.9050 1.1095 0.1157
H 6.6335 1.2547 -0.3358
H 6.2986 -0.2481 1.6185
H 7.7403 0.6243 3.2583
H 7.2471 2.3246 2.9558
H 10.5615 1.7747 1.6681
H 10.0009 0.7871 3.0096
H 9.6787 2.4805 3.0136
H 4.3653 0.3476 2.4169
H 5.2729 0.9123 3.6212
C 0.2496 -2.8432 -3.3514
C 1.1461 -2.0324 -4.3578
C 1.7928 -3.0597 -5.2778
O 2.5521 -4.0037 -4.4538
C 3.3974 -4.8595 -5.2868
N 0.5882 -0.9628 -5.2197
H -0.4069 -3.5176 -3.9148
H -0.3097 -2.1470 -2.6619
H 0.8774 -3.4655 -2.7453
H 1.9332 -1.5666 -3.7904
H 2.5665 -2.5895 -5.9450
H 1.1255 -3.6690 -5.8412
H 3.7728 -5.7183 -4.7310
H 4.2315 -4.2348 -5.6622
H 2.8639 -5.2142 -6.1826
H -0.2220 -1.2726 -5.7577
H 0.1989 -0.2041 -4.6517
C 1.2226 1.2508 0.7078
C -0.1140 0.5686 0.7828
C -0.7500 0.4088 -0.6016
O -2.0175 -0.1200 -0.4844
C -2.9741 0.7876 -0.0375
N -0.0199 -0.7678 1.3846
H 1.5979 1.4827 1.7019
H 1.2442 2.1666 0.1482
H 2.0090 0.6263 0.2139
H -0.7990 1.2108 1.3905
H -0.2389 -0.2164 -1.3257
H -0.8521 1.4170 -1.0421
H -2.9378 1.7637 -0.5448
H -3.0090 0.9138 1.0142
H -3.9204 0.3720 -0.3087
H 0.7593 -1.3164 0.9621
H -0.8690 -1.2696 1.2100
C 0.9192 -6.9077 -2.1275
C -0.1738 -6.3038 -1.2920
C -1.2654 -5.7803 -2.2052
O -0.6086 -7.2820 -0.3851
H 1.6892 -7.3262 -1.4659
H 1.4663 -6.2129 -2.7088
H 0.5144 -7.6978 -2.7489
H 0.2258 -5.4157 -0.7693
H -1.6183 -6.6063 -2.8493
H -0.8601 -5.1597 -2.9433
H -2.0644 -5.3207 -1.6499
H -1.3714 -6.9209 0.0577
C 5.4343 -2.5292 4.4082
C 5.0001 -3.2354 3.1104
C 4.1306 -4.4848 3.3905
O 4.2876 -2.2971 2.1968
H 5.8314 -1.5339 4.2310
H 6.2845 -3.0670 4.8107
H 4.6556 -2.4867 5.1605
H 5.9231 -3.4998 2.5935
H 3.4464 -4.2575 4.1967
H 4.8376 -5.2344 3.7359
H 3.5849 -4.7752 2.5438
H 3.5407 -2.7911 1.7957
C 2.3495 0.7201 5.2947
C 1.6701 -0.0976 4.2457
C 1.5359 -1.5860 4.7233
O 0.3732 0.4957 3.9577
H 1.6248 0.6742 6.1410
H 2.4479 1.7450 4.8812
H 3.3228 0.3621 5.6141
H 2.2471 -0.1446 3.3128
H 2.6173 -1.8991 4.7171
H 1.1523 -2.2034 3.9479
H 1.1519 -1.6931 5.7495
H 0.0995 0.1018 3.1168
C 2.7867 -2.3372 -0.8854
C 2.5086 -3.7050 -0.3315
C 3.7282 -4.6104 -0.2514
O 1.8798 -3.4562 0.9006
H 3.4594 -1.8263 -0.1956
H 1.8102 -1.8325 -1.0900
H 3.3433 -2.5157 -1.8061
H 1.7996 -4.2243 -1.0247
H 4.5263 -4.2849 0.4024
H 4.0361 -4.5803 -1.2956
H 3.3911 -5.6177 -0.0008
H 1.5378 -4.3245 1.2734
C -5.4179 -2.8776 -1.0973
C -6.3504 -2.5525 0.1151
C -5.9946 -1.3554 1.0017
O -7.7327 -2.3986 -0.3013
H -5.7879 -3.8426 -1.4794
H -4.3068 -2.9895 -0.9177
H -5.6076 -2.1119 -1.8174
H -6.3155 -3.4399 0.7292
H -4.9304 -1.3167 1.2019
H -6.5274 -1.4404 1.9486
H -6.2387 -0.3985 0.5749
H -7.8131 -1.6046 -0.8262
C 1.1234 6.8669 -6.3338
C 1.5471 6.7382 -4.8873
C 0.7539 7.6453 -3.9855
O 1.1721 5.4144 -4.5488
H 1.2799 7.9025 -6.6623
H 0.0558 6.6098 -6.4489
H 1.6624 6.2407 -6.9841
H 2.6342 6.7934 -4.8310
H -0.2785 7.4664 -4.2888
H 1.0210 8.6753 -4.1813
H 0.9781 7.4680 -2.9162
H 1.9395 4.8407 -4.3210
C 3.5330 0.9970 -2.4186
C 2.9051 1.6612 -3.6210
C 1.4666 1.9272 -3.2944
O 3.5797 2.8546 -3.8885
H 3.6160 1.6269 -1.5568
H 4.5323 0.6514 -2.7410
H 2.9140 0.1258 -2.0587
H 2.9547 1.0647 -4.5469
H 1.3368 2.5861 -2.3881
H 0.9544 0.9846 -3.1921
H 0.9092 2.4901 -4.0833
H 3.7382 3.3471 -3.0398
C -8.1576 2.7358 -2.5113
C -8.0830 1.5299 -1.5498
C -9.1064 1.5836 -0.4237
O -8.2189 0.2713 -2.2647
H -7.2728 2.8202 -3.1015
H -8.2939 3.6999 -1.9972
H -9.0080 2.6325 -3.1634
H -7.0474 1.3875 -1.1451
H -8.8527 2.3742 0.2817
H -9.1164 0.5708 0.0707
H -10.0878 1.6930 -0.8479
H -9.1346 0.0315 -2.5501
C 4.2824 6.0048 2.7860
C 4.5883 4.5324 2.8985
C 4.9918 4.1440 4.4110
O 3.3880 3.8801 2.5350
H 5.0516 6.6910 3.2278
H 3.3805 6.3110 3.2920
H 4.2080 6.2097 1.6909
H 5.3773 4.2717 2.1864
H 4.2121 4.5489 5.0967
H 5.8919 4.6398 4.7612
H 5.0696 3.0315 4.5719
H 3.6170 2.9491 2.3361